[1]
Entry from OMol25: C47H52NNaO3P2Si as an isolated structure (ωB97M-V/def2-TZVPD).

Geometry as ORCA input:
```
! wB97M-V def2-TZVPD RIJCOSX def2/J DEFGRID3
* xyz 0 1
Na 0.0110 0.0677 -0.1855
C 0.5847 -1.9206 1.3882
Si -0.6357 -3.1811 0.9774
C -2.2763 -2.3360 0.4349
N -2.0162 -1.2305 -0.4996
C -3.0677 -0.2205 -0.5197
C -4.3786 -0.6857 -1.1753
C -4.0873 -1.5218 -2.4366
C -2.6640 -1.2643 -2.9303
C -1.6674 -1.6998 -1.8547
C -0.0524 -4.3028 -0.4384
C -0.8609 -5.2973 -0.9920
C -0.4289 -6.0708 -2.0607
C 0.8351 -5.8670 -2.5983
C 1.6589 -4.8891 -2.0564
C 1.2148 -4.1175 -0.9909
C -1.2191 -4.3642 2.3629
C -1.9686 -3.8514 3.4262
C -2.3313 -4.6388 4.5086
C -1.9428 -5.9710 4.5580
C -1.1904 -6.5011 3.5201
C -0.8364 -5.7048 2.4391
H 1.6082 -2.2824 1.5352
H 0.2912 -1.3073 2.2480
H -2.7246 -1.9094 1.3377
H -3.0121 -3.0551 0.0338
H -2.6888 0.6584 -1.0480
H -3.2586 0.0908 0.5096
H -4.9766 0.1965 -1.4236
H -4.9543 -1.2769 -0.4611
H -4.8142 -1.3053 -3.2225
H -4.1786 -2.5871 -2.2077
H -2.5436 -0.2038 -3.1705
H -2.4624 -1.8319 -3.8411
H -0.6558 -1.3581 -2.1156
H -1.6339 -2.7887 -1.8522
H -1.8491 -5.4748 -0.5762
H -1.0764 -6.8344 -2.4762
H 1.1759 -6.4697 -3.4316
H 2.6492 -4.7304 -2.4695
H 1.8486 -3.3370 -0.5820
H -2.2591 -2.8054 3.4107
H -2.9147 -4.2149 5.3183
H -2.2248 -6.5899 5.4013
H -0.8814 -7.5398 3.5552
H -0.2483 -6.1307 1.6321
O -0.2705 1.7088 -1.3499
P -0.5441 3.1605 -1.2037
C -0.3980 3.7632 0.5340
P 0.3520 2.4825 1.6094
O -0.3513 1.1931 1.4747
C 0.2727 3.0999 3.3133
C -0.5386 4.1271 3.7765
C -0.5925 4.4053 5.1351
C 0.1523 3.6563 6.0321
C 0.9588 2.6210 5.5758
C 1.0187 2.3444 4.2217
C 2.1235 2.4604 1.2653
C 2.7552 1.2792 0.8858
C 4.1222 1.2812 0.6456
C 4.8595 2.4455 0.8012
C 4.2353 3.6167 1.2189
C 2.8729 3.6240 1.4559
C 0.5868 4.1379 -2.2309
C 0.1925 4.5300 -3.5095
C 1.0935 5.1583 -4.3538
C 2.3894 5.4114 -3.9248
C 2.7867 5.0262 -2.6521
C 1.8914 4.3875 -1.8101
C -2.1988 3.6608 -1.7246
C -2.7761 4.8569 -1.3025
C -4.0324 5.2196 -1.7577
C -4.7192 4.3949 -2.6400
C -4.1415 3.2102 -3.0756
C -2.8846 2.8460 -2.6219
H -1.4197 3.8739 0.9048
H 0.1104 4.7267 0.5877
H -1.1282 4.7193 3.0861
H -1.2259 5.2051 5.4971
H 0.1017 3.8746 7.0909
H 1.5338 2.0290 6.2755
H 1.6339 1.5314 3.8540
H 2.1824 0.3606 0.7966
H 4.6122 0.3618 0.3501
H 5.9257 2.4438 0.6143
H 4.8159 4.5177 1.3721
H 2.3850 4.5305 1.8002
H -0.8212 4.3401 -3.8388
H 0.7874 5.4544 -5.3487
H 3.0893 5.9103 -4.5825
H 3.7979 5.2171 -2.3154
H 2.2145 4.0639 -0.8290
H -2.2366 5.5108 -0.6268
H -4.4799 6.1450 -1.4192
H -5.7030 4.6806 -2.9880
H -4.6726 2.5664 -3.7647
H -2.4203 1.9238 -2.9501
C 2.3105 0.9147 -3.3845
C 2.5910 -0.2225 -2.4304
C 3.8215 -1.0450 -2.7133
O 1.8518 -0.4748 -1.5087
H 3.0128 0.9442 -4.2151
H 2.3611 1.8560 -2.8359
H 1.2884 0.8205 -3.7545
H 4.6642 -0.3976 -2.9582
H 3.6152 -1.6700 -3.5866
H 4.0634 -1.6907 -1.8712
*
```

ΔE to the lowest compared entry with this formula, charge and spin   66.81 kJ/mol
Calculated total energy   -88090.199 eV
Orbital gap   0.1841 Eh
HOMO level   -5.01 eV

[2]
Entry from OMol25: a 6-piece molecular cluster, C29H50BBr3Cl10F11N2O4P overall (ωB97M-V/def2-TZVPD).

Geometry as ORCA input:
```
! wB97M-V def2-TZVPD RIJCOSX def2/J DEFGRID3
* xyz 0 1
C -4.5280 2.9473 5.8426
C -4.4359 2.7682 4.1815
N -3.8135 1.5135 3.7067
C -2.3595 1.3003 3.9109
O -1.9037 0.2914 2.9616
C -1.4609 0.7470 1.6690
C -2.4531 1.7095 0.8010
C -1.1359 -0.6574 0.7968
O -0.4931 -0.2074 -0.3993
C 0.6869 -0.9201 -0.8762
C 1.8941 -0.6293 0.2251
C 2.3757 0.9187 0.3668
O 3.6599 0.8878 1.1449
C 4.7238 0.8097 0.0890
C 6.0975 0.0693 0.6019
F 6.1613 -0.1904 2.0584
F 6.1568 -1.2805 -0.0738
C 7.3664 0.9244 0.0022
F 7.4692 2.1613 0.8631
F 7.1620 1.4302 -1.3885
C 8.7996 0.1276 0.0051
F 8.9819 -0.6865 1.2439
F 9.8666 1.1952 0.0761
C 9.1193 -0.7338 -1.3534
F 9.4271 -2.1333 -0.9748
F 10.3385 -0.2021 -2.0515
C 1.0304 -0.0806 -2.2877
C -0.0428 1.1279 -2.6246
C 0.3055 1.5257 -4.2183
Br 0.2072 2.8289 -1.6219
C 0.5239 -2.5235 -1.0704
Br 0.8930 -3.6388 0.6009
C 1.3480 -3.2924 -2.2342
C 0.5126 -3.4615 -3.6782
Br 3.2663 -2.7549 -2.4871
C -2.4791 -1.4996 0.3973
F -3.7219 -1.1400 1.1048
F -2.7595 -1.3152 -1.0714
F -2.3433 -2.9932 0.5859
B -1.3996 2.6033 4.1275
N -0.5313 2.7501 5.4017
O -1.2910 3.7777 3.1910
P -2.2307 0.3474 5.6203
C -3.4156 -1.1707 5.6232
C -0.4692 -0.4740 5.7623
C -0.3693 -0.9622 7.3571
H -5.0688 3.9767 6.0720
H -5.1304 2.0827 6.3576
H -3.4372 3.0583 6.3114
H -4.0811 3.7757 3.6476
H -5.5904 2.7022 3.8682
H -4.4055 0.6587 3.7692
H -0.3952 1.2889 1.6552
H -2.3559 2.8577 1.0008
H -2.3907 1.5707 -0.3715
H -3.5783 1.4254 1.0815
H -0.5347 -1.3057 1.5560
H 2.8748 -1.2754 0.0107
H 1.5883 -0.9346 1.3391
H 1.6557 1.6159 0.9992
H 2.6224 1.4935 -0.6131
H 4.8878 1.8981 -0.3116
H 4.3408 0.1731 -0.8456
H 8.2529 -0.7604 -2.1414
H 2.1619 0.2710 -2.3318
H 0.9288 -0.7773 -3.2531
H -1.1723 0.7482 -2.6992
H 1.4424 1.3492 -4.4372
H -0.4266 0.9910 -4.9583
H 0.1057 2.6962 -4.3197
H -0.6329 -2.7234 -1.2918
H 1.4323 -4.4357 -1.8869
H -0.6364 -3.3599 -3.4301
H 0.6855 -4.5594 -4.1002
H 0.8083 -2.6253 -4.4464
H -0.8615 3.6170 5.9020
H 0.4820 2.8633 5.1015
H -1.2323 4.5675 3.8132
H -2.8551 -2.1952 5.8682
H -3.8486 -1.3295 4.5223
H -4.3488 -1.0386 6.3166
H 0.4026 0.2893 5.5995
H -0.3998 -1.4360 5.0988
H -0.8563 -2.0403 7.5098
H 0.7163 -0.8891 7.7919
H -1.0588 -0.2261 7.9953
Cl -3.0888 -5.7760 -4.6781
C -1.5890 -6.5560 -4.1610
Cl -0.2531 -6.1469 -5.2443
H -1.3432 -6.2201 -3.1507
H -1.7314 -7.6393 -4.1653
Cl -2.4620 3.1341 -3.9884
C -1.9162 4.7946 -4.2529
Cl -2.0992 5.7654 -2.7869
H -0.8623 4.7810 -4.5413
H -2.5118 5.2418 -5.0524
Cl 4.1122 -2.6050 -7.5484
C 3.4900 -3.5913 -6.2198
Cl 1.9492 -4.3423 -6.6527
H 4.2152 -4.3752 -5.9886
H 3.3420 -2.9554 -5.3436
Cl -3.8758 0.0331 -5.0892
C -4.2248 0.7463 -6.6687
Cl -2.9747 1.9070 -7.1326
H -4.2669 -0.0490 -7.4168
H -5.1879 1.2604 -6.6221
Cl -6.4796 0.5974 2.1060
C -6.8286 1.3106 0.5265
Cl -5.5785 2.4713 0.0626
H -6.8707 0.5153 -0.2215
H -7.7917 1.8247 0.5731
*
```

Calculated total energy   -417249.986 eV
Orbital gap   0.2814 Eh
HOMO level   -7.65 eV
Structure (SMILES)   CCN[C@@](O[C@H](C)[C@H](O[C@](CCOCC(F)(F)C(F)(F)C(F)(F)C(F)F)(C[C@H](C)Br)[C@H](Br)[C@@H](C)Br)C(F)(F)F)(B(N)O)P(C)CC.ClCCl.ClCCl.ClCCl.ClCCl.ClCCl

[3]
Entry from OMol25: C28H58BN6O16PdS2 as an isolated structure (ωB97M-V/def2-TZVPD).

Geometry as ORCA input:
```
! wB97M-V def2-TZVPD RIJCOSX def2/J DEFGRID3
* xyz -3 3
Pd 1.6687 -1.9089 -1.6543
B -0.0410 -1.1203 -0.4729
H 0.7611 -0.4499 -0.7402
H -0.8060 -0.5445 0.0246
H -0.3764 -1.5469 -1.4055
H 0.3236 -1.8560 0.2270
S -0.0819 -4.0369 -3.9941
O -1.4720 -3.6472 -4.1676
O 0.5034 -3.1950 -2.9224
O 0.1375 -5.4195 -3.6519
O 0.6200 -3.8011 -5.2286
S 1.1171 -0.4491 -4.4623
O 1.6684 -0.3737 -3.1271
O -0.2286 -0.9635 -4.4378
O 1.1033 0.8747 -5.0468
O 1.9438 -1.4087 -5.1890
C 4.6392 -1.5299 1.5384
C 3.7781 -2.1980 0.4940
C 2.6646 -2.9805 1.1640
O 1.9466 -3.7422 0.0867
C 0.8083 -4.5147 0.4796
N 3.2339 -1.1407 -0.3245
H 5.6195 -1.1610 1.2367
H 4.8803 -2.2163 2.3501
H 4.0750 -0.7690 2.0778
H 4.3215 -2.7384 -0.2811
H 2.0165 -2.2850 1.6972
H 2.9392 -3.7370 1.8991
H 0.9760 -5.2553 1.2616
H 0.4131 -4.9390 -0.4434
H 0.0394 -3.7771 0.7095
H 4.0618 -0.8108 -0.7998
H 2.9889 -0.3635 0.2722
C -0.9459 1.6677 -1.6800
C -1.1673 2.6608 -2.8187
C 0.0094 3.6551 -3.1428
O -0.3900 4.5053 -4.2362
C 0.6258 5.4734 -4.4974
N -1.3913 2.0376 -4.1497
H -1.8220 1.0540 -1.4702
H -0.8258 2.0649 -0.6720
H -0.1151 0.9883 -1.8705
H -2.0656 3.2436 -2.6151
H 0.7561 2.9476 -3.5032
H 0.1421 4.2892 -2.2662
H 1.6048 5.0003 -4.5737
H 0.7005 6.2131 -3.7002
H 0.5316 6.1605 -5.3383
H -0.5179 1.5964 -4.4003
H -1.1898 2.9234 -4.5911
C 2.0456 0.2370 4.7543
C 0.7908 0.3953 3.8944
C 0.1882 1.7818 3.9082
O -0.7253 2.0396 4.9132
C -0.8742 3.3996 5.1647
N 1.2669 0.0195 2.5832
H 2.8146 0.9666 4.5004
H 2.4609 -0.7707 4.7450
H 1.8146 0.3984 5.8073
H -0.0045 -0.2843 4.2006
H -0.2979 2.0302 2.9647
H 1.1255 2.3347 3.9691
H -0.1606 4.0601 5.6573
H -1.7997 3.4488 5.7384
H -1.1189 3.8960 4.2257
H 0.5852 -0.6212 2.2026
H 1.2700 0.7331 1.8685
C -2.8507 -3.4928 -1.0117
C -3.5352 -2.2895 -1.6036
C -4.1077 -1.3438 -0.5395
O -4.3123 -0.0262 -1.0197
C -5.2229 0.7273 -0.1617
N -2.4860 -1.5907 -2.3957
H -3.6678 -4.1576 -0.7314
H -2.3157 -3.2367 -0.0972
H -2.2657 -4.0642 -1.7324
H -4.2996 -2.4957 -2.3529
H -3.4030 -1.3162 0.2916
H -5.0556 -1.6628 -0.1063
H -5.3946 0.2647 0.8103
H -6.2137 0.8057 -0.6090
H -4.8782 1.7598 -0.2169
H -2.9361 -0.7208 -2.1494
H -1.6063 -1.4994 -1.9081
C 4.3774 3.9669 -3.1330
C 4.9306 4.4886 -2.0248
C 4.5137 3.9975 -0.7831
C 3.5232 3.0696 -0.6099
C 2.9824 2.5181 -1.7363
C 3.3231 3.0389 -3.0183
N 2.9183 2.9585 0.8072
O 2.3312 1.8944 1.0528
O 3.1640 3.8056 1.6979
H 4.5132 4.4088 -4.1090
H 5.6105 5.3133 -2.1796
H 4.9405 4.4825 0.0823
H 2.2353 1.7408 -1.6721
H 2.8870 2.5490 -3.8763
C -1.9832 -1.5527 2.5790
C -1.9556 -2.8602 3.0289
C -3.0194 -3.3091 3.8006
C -3.9807 -2.4944 4.2363
C -3.9984 -1.1132 3.8622
C -2.9283 -0.6527 3.0667
N -5.1651 -2.9976 5.0289
O -5.9914 -2.1441 5.4133
O -5.3468 -4.2110 5.1487
H -1.1377 -1.1879 2.0146
H -1.1709 -3.5282 2.7057
H -2.9808 -4.3117 4.2001
H -4.6701 -0.4660 4.4065
H -2.9348 0.3945 2.8027
*
```

Calculated total energy   -97484.519 eV
Orbital gap (alpha / beta)   0.0822 / 0.0773 Eh
HOMO level (alpha / beta)   1.98 / 2.11 eV
<S²>   2.01